Entry 1:
Computed, not measured: the ion CHCl2N2O2 with charge -1 in a non-equilibrium geometry, with ωB97M-V/def2-TZVPD.

XYZ file:
```
8
Properties=species:S:1:pos:R:3:forces:R:3
C 0.8731 -0.1417 0.0495 -0.445 -1.050 -0.439
N -0.1613 0.6927 0.3285 0.558 1.282 0.682
N -1.3608 0.2514 0.0650 0.281 -0.243 -0.034
O -1.5382 -0.8467 -0.4765 -0.265 -0.812 -0.431
O -2.2942 0.9763 0.3876 -0.738 0.359 0.095
Cl 2.1645 0.0584 1.2461 0.465 0.039 0.538
Cl 1.6763 0.2234 -1.5831 0.075 -0.007 -0.406
H 0.6405 -1.2138 -0.0172 0.069 0.433 -0.005
```
Positions in Å, forces in eV/Å.

Orbital gap (eV): 8.54
LUMO energy (Eh): 0.1305
M (g/mol): 143.94
Total charge: -1
Energy above the lowest of the compared OMol25 structures with the same formula, charge and spin (kJ/mol): 0.0


Entry 2:
Computed, not measured: a cluster of 16 separate species, C39H66BBrCl30FNO8S in total in a non-equilibrium geometry, with ωB97M-V/def2-TZVPD.

XYZ file:
```
148
Properties=species:S:1:pos:R:3:forces:R:3
C -2.8879 0.2982 0.7852 0.341 -0.087 -0.631
O -1.4889 0.5896 0.8056 0.301 -0.401 0.121
C -0.9554 0.6523 -0.5066 -1.212 -0.145 -0.005
C 0.5979 0.7424 -0.5141 -0.712 0.807 -0.154
B 1.0021 1.0421 -2.0687 0.179 -0.016 -1.105
C 0.0465 0.7488 -3.3187 0.502 -0.406 0.032
O 2.2263 1.6715 -2.3920 -0.622 -0.626 0.909
C 0.9544 2.0835 0.2151 1.135 0.461 -0.231
F 0.0342 3.1041 -0.0358 0.142 -0.918 0.079
S 1.0484 2.0096 2.0488 -2.749 2.431 2.464
O -0.2205 2.4792 2.5521 0.428 -1.099 -0.636
O 2.0985 2.8303 2.6162 0.916 -1.544 -1.211
O 1.1246 0.4467 2.3889 0.783 1.308 -1.552
C 1.9898 -0.3249 1.4924 1.280 -2.162 1.023
C 2.0856 -1.6706 2.3433 -0.542 0.574 0.521
C 0.7859 -1.9814 3.1684 0.691 -1.893 -0.216
C 0.7351 -3.5674 3.3544 -1.495 0.170 -0.267
C -0.5574 -4.1032 2.6816 -0.173 -0.138 -0.631
O -0.5623 -4.9416 1.8149 0.345 0.340 0.565
O -1.7904 -3.5598 3.0780 1.106 0.239 0.098
C 3.4928 0.1161 1.5205 0.128 0.705 0.652
C 4.0376 1.2962 0.6895 1.185 0.108 -2.100
C 5.5740 1.0654 0.4784 -0.259 0.318 1.742
O 6.2201 0.8514 1.4856 -0.017 0.231 -0.907
N 6.1972 1.1556 -0.8331 -0.187 -0.521 0.481
C 6.4941 -0.2105 -1.2724 -0.119 -1.133 -1.322
C 7.3295 -1.1131 -0.5677 -0.309 0.258 -0.347
C 7.5358 -2.4325 -1.0415 -0.481 0.403 -0.272
C 6.9169 -2.8755 -2.2308 -0.463 1.007 -0.258
C 6.1042 -1.9704 -2.9736 0.469 0.588 0.995
C 5.9026 -0.6510 -2.4905 0.338 -0.543 0.280
C 1.3155 -0.5596 0.0695 -0.687 -0.176 0.344
Br 2.7955 -1.1813 -1.1564 -0.075 0.219 0.293
C 0.3541 -1.8108 0.0468 0.575 -0.415 -0.654
C -0.0247 -2.3913 -1.3795 -1.200 -1.595 1.110
C -1.5485 -2.8085 -1.2731 -0.043 0.439 -0.499
C 0.6928 -3.7654 -1.6526 -0.525 0.909 -0.740
H -3.0605 -0.6536 0.2308 0.087 0.601 0.499
H -3.3937 1.1119 0.2178 -0.098 -0.451 0.532
H -3.2646 0.1912 1.8171 0.273 0.332 -0.492
H -1.4295 1.5322 -1.0130 0.702 -0.327 0.180
H -1.3616 -0.2089 -1.0803 0.718 0.270 0.213
H -0.7062 -0.0374 -3.1409 0.095 0.595 -0.133
H 0.7086 0.3722 -4.1345 -0.444 0.322 0.341
H -0.4264 1.6915 -3.6928 0.275 -0.700 0.357
H 2.7899 1.0347 -2.8581 -0.086 0.457 -0.142
H 1.9056 2.5397 -0.1319 -0.350 -0.709 0.319
H 2.8776 -1.5516 3.1149 -0.331 0.134 -0.658
H 2.4165 -2.5199 1.7195 -0.322 0.501 0.119
H -0.1403 -1.7130 2.6408 0.545 0.423 0.441
H 0.8297 -1.5338 4.1773 -0.171 0.109 -0.787
H 1.5600 -4.0830 2.8351 -0.286 0.238 0.449
H 0.6789 -3.8671 4.4178 0.194 0.205 -0.461
H -2.0246 -2.8274 2.4825 -0.056 -0.322 0.175
H 4.1038 -0.7838 1.3002 -0.544 0.505 -0.073
H 3.7216 0.3250 2.5898 -0.247 -0.020 -0.655
H 3.6246 1.4048 -0.3384 -0.040 -0.307 0.750
H 3.9790 2.3048 1.1449 -0.144 -0.713 0.143
H 7.0753 1.6702 -0.7284 -0.218 -0.243 0.181
H 7.8051 -0.7454 0.3568 -0.277 -0.419 -0.517
H 8.1650 -3.1123 -0.4522 -0.280 0.318 -0.354
H 7.0248 -3.8952 -2.6218 0.136 0.469 0.397
H 5.6232 -2.2568 -3.9221 0.552 0.091 0.738
H 5.2760 0.0421 -3.0758 0.412 -0.297 0.447
H 0.8503 -2.7027 0.4853 -0.019 0.913 0.085
H -0.5477 -1.6474 0.6654 0.467 0.430 -0.536
H 0.1662 -1.7162 -2.2264 -0.173 -0.134 0.439
H -2.2184 -2.0191 -1.6728 0.361 -0.412 0.386
H -1.8333 -3.0334 -0.2232 0.161 0.144 -0.595
H -1.7712 -3.7221 -1.8554 0.163 0.483 0.216
H 0.5638 -4.4661 -0.8020 0.228 0.443 -0.379
H 1.7382 -3.6342 -1.9640 -0.401 -0.203 0.494
H 0.1594 -4.2051 -2.5230 0.425 0.120 0.517
C -6.2338 -0.7513 -0.9257 -0.062 0.103 0.008
Cl -6.2028 -0.4710 0.8197 -0.084 0.117 -0.152
Cl -4.6797 -1.3678 -1.5059 -0.388 -0.180 -0.319
H -7.0076 -1.4785 -1.1518 0.103 -0.038 0.071
H -6.4464 0.1874 -1.4285 0.221 -0.284 0.201
C 0.7305 4.6513 -2.7223 0.192 -0.179 0.013
Cl 1.4108 6.2667 -2.9525 -0.205 -0.296 0.128
Cl -0.9074 4.5245 -3.3793 -0.024 -0.028 0.029
H 1.3664 3.9302 -3.2271 -0.051 0.087 -0.042
H 0.6962 4.4367 -1.6602 -0.085 0.143 -0.059
C -7.9531 1.6866 -3.6211 0.027 0.216 -0.050
Cl -7.7337 2.0898 -1.9110 -0.258 0.243 -0.367
Cl -7.5507 -0.0041 -3.9625 -0.031 -0.023 -0.125
H -8.9914 1.8563 -3.8874 0.027 -0.106 0.098
H -7.3076 2.3244 -4.2166 0.052 -0.099 0.070
C 3.4849 -6.2152 -2.1394 0.006 -0.016 0.167
Cl 4.0621 -4.5597 -2.3738 0.231 -0.444 0.404
Cl 1.8415 -6.4346 -2.7683 0.164 -0.333 -0.112
H 4.1514 -6.9015 -2.6531 -0.062 0.121 -0.103
H 3.4772 -6.4237 -1.0738 -0.107 0.134 -0.259
C -4.0943 -2.0095 -5.2762 -0.128 -0.042 -0.044
Cl -3.9617 -3.6058 -4.5326 -0.056 -0.088 -0.066
Cl -2.9865 -0.8671 -4.5132 0.083 0.183 -0.139
H -3.8467 -2.0864 -6.3302 0.085 -0.038 0.090
H -5.1120 -1.6499 -5.1579 0.081 0.006 0.132
C 5.1347 6.8260 -2.2949 -0.048 -0.221 0.103
Cl 5.1531 5.2021 -1.5902 -0.015 -0.063 -0.069
Cl 6.2280 7.9179 -1.4300 -0.001 0.105 -0.058
H 5.4501 6.7622 -3.3315 0.066 -0.035 0.090
H 4.1277 7.2226 -2.2379 0.283 -0.237 0.241
C -10.1183 3.4313 1.2058 0.040 0.135 0.004
Cl -11.3113 2.1785 0.8377 -0.069 0.041 0.000
Cl -8.4708 2.8076 1.1055 0.037 0.058 0.237
H -10.2305 4.2415 0.4922 0.013 -0.114 -0.034
H -10.2928 3.7962 2.2133 0.032 -0.126 -0.016
C 2.7818 3.2218 5.7866 -0.045 0.086 -0.171
Cl 2.8448 1.5935 6.4787 -0.056 -0.064 -0.051
Cl 3.9111 4.3135 6.6013 -0.021 0.047 -0.008
H 3.0420 3.1651 4.7355 0.036 -0.044 0.089
H 1.7750 3.6106 5.8979 0.062 -0.049 0.088
C -6.5592 -1.4101 4.8673 0.007 -0.045 0.133
Cl -6.0848 0.2396 4.4355 -0.152 -0.456 0.185
Cl -6.7814 -2.4163 3.4314 -0.044 -0.160 0.205
H -5.7813 -1.8500 5.4836 0.018 0.034 -0.111
H -7.4933 -1.3725 5.4191 0.004 0.033 -0.123
C 3.7832 10.1954 -3.4236 0.154 0.129 0.008
Cl 2.6923 11.4382 -2.8042 0.060 0.019 -0.012
Cl 2.9525 8.6442 -3.6249 -0.058 0.678 -0.460
H 4.1666 10.5132 -4.3880 -0.134 -0.035 0.009
H 4.6019 10.0644 -2.7221 -0.117 -0.045 0.038
C 3.8869 -6.5073 2.4435 -0.046 0.027 0.154
Cl 4.2976 -4.8435 2.0071 0.000 0.017 0.030
Cl 3.8253 -7.5491 1.0165 0.005 -0.215 0.272
H 4.6415 -6.8892 3.1235 0.037 0.036 -0.127
H 2.9130 -6.5150 2.9236 0.001 0.028 -0.134
C -6.1259 4.0705 4.9100 0.112 -0.044 0.040
Cl -5.3002 2.9784 3.7908 0.197 0.525 -0.132
Cl -7.8157 4.3198 4.4499 -0.050 0.058 0.097
H -6.0942 3.6397 5.9057 -0.066 -0.062 -0.097
H -5.6167 5.0272 4.9050 -0.069 -0.045 -0.097
C 2.9439 -4.3416 -6.1874 -0.180 0.006 -0.041
Cl 3.9050 -3.2468 -5.1861 -0.267 0.232 -0.618
Cl 3.7787 -5.8772 -6.4471 -0.049 -0.018 -0.010
H 2.0006 -4.5356 -5.6850 0.125 -0.046 0.090
H 2.7645 -3.8719 -7.1492 0.123 -0.032 0.036
C -5.3143 7.3097 7.5803 0.016 0.096 0.125
Cl -4.3241 7.1150 6.1291 0.057 0.076 0.033
Cl -6.6148 6.1121 7.6537 -0.013 0.072 0.071
H -4.6808 7.1909 8.4534 -0.011 -0.098 -0.088
H -5.7543 8.3017 7.5723 -0.033 -0.088 -0.098
C -1.8934 -7.5381 -0.0623 0.204 0.127 0.107
Cl -2.9288 -6.7531 -1.2622 0.048 0.069 -0.046
Cl -2.7189 -8.8916 0.7214 0.047 -0.036 0.031
H -1.0034 -7.9109 -0.5599 -0.122 -0.047 -0.047
H -1.6196 -6.8072 0.6932 -0.127 -0.012 -0.048
```
Positions in Å, forces in eV/Å.

Orbital gap (eV): 9.51
LUMO energy (Eh): 0.0068
M (g/mol): 1882.33


Entry 3:
Computed, not measured: the ion C6H16NO2S2 with charge +1 in a non-equilibrium geometry, with ωB97M-V/def2-TZVPD.

XYZ file:
```
27
Properties=species:S:1:pos:R:3:forces:R:3
O 0.9211 -3.7979 -0.7734 -2.685 0.520 -0.822
O -1.0162 -3.5656 0.7350 0.205 0.225 -2.532
S -0.8738 -1.5351 -1.2932 -0.446 0.813 -0.981
C -0.0697 -0.5237 -0.0052 0.418 -0.217 1.465
C 0.0373 3.3611 0.1669 0.004 1.068 -0.413
C 0.2096 1.6355 1.9288 -0.455 -0.524 0.626
C 1.9116 1.8637 0.1636 1.037 -0.808 0.264
C -0.3130 0.9815 -0.3016 -1.341 -1.040 -1.396
C -1.5270 -4.5762 -1.6767 -0.667 0.205 0.356
N 0.4788 1.9684 0.5062 -0.436 -0.308 -0.427
S -0.5246 -3.4997 -0.6641 2.432 -1.150 4.458
H -0.4603 -0.8095 1.0012 -0.022 0.171 -0.880
H 0.9960 -0.7335 0.0483 0.120 -0.200 -0.351
H 0.5188 4.1647 0.7679 -0.025 -1.042 -0.101
H 0.2266 3.6058 -0.8904 0.215 -0.513 0.354
H -1.0246 3.4586 0.2891 -0.540 -0.215 0.315
H 0.6373 0.6590 2.1719 0.031 0.254 -0.186
H -0.8745 1.5862 2.1484 0.548 0.195 -0.462
H 0.6537 2.3693 2.5593 0.405 0.634 0.418
H 2.0590 1.9981 -0.8960 -0.274 -0.024 -0.401
H 2.3377 0.8780 0.4484 -0.420 0.746 -0.012
H 2.4446 2.6662 0.6450 0.192 0.129 0.436
H -0.1721 1.1631 -1.3929 0.168 0.162 0.843
H -1.3768 1.1475 -0.0815 0.310 0.334 -0.093
H -1.4003 -5.5802 -1.2620 0.287 0.248 0.128
H -2.5969 -4.3393 -1.6592 0.341 0.316 0.383
H -1.2022 -4.5460 -2.6837 0.598 0.018 -0.988
```
Positions in Å, forces in eV/Å.

Orbital gap (eV): 9.93
LUMO energy (Eh): -0.1034
M (g/mol): 198.33
Total charge: +1
Energy above the lowest of the compared OMol25 structures with the same formula, charge and spin (kJ/mol): 0.0


Entry 4:
Computed, not measured: the ion C7H10ClN2 with charge +1 in a non-equilibrium geometry, with ωB97M-V/def2-TZVPD.

XYZ file:
```
20
Properties=species:S:1:pos:R:3:forces:R:3
C 2.8487 0.6600 0.0680 -1.262 1.265 0.962
C 2.0287 -0.6872 0.5694 1.420 -0.552 -0.542
C 0.8918 -1.2213 -0.4747 -1.250 -1.471 1.516
Cl 1.4268 -1.2268 -2.2700 -0.704 0.293 2.016
C -0.6120 -0.5143 -0.2589 0.364 0.605 -0.086
C -0.5848 0.9194 0.5154 -6.204 -1.394 -1.672
C -2.1446 1.5294 0.6091 2.813 -5.083 -2.419
C -3.1969 0.5027 -0.1041 0.080 0.948 0.553
N -2.9654 -0.8248 -0.7374 1.868 4.757 2.681
N -1.7086 -1.3286 -0.8168 1.776 3.574 1.983
H 2.4533 1.0796 -0.9753 1.137 -1.219 2.191
H 4.0137 0.5586 0.1178 -2.436 0.001 -0.327
H 2.5612 1.5102 0.8555 0.836 -1.616 -1.666
H 2.8535 -1.5471 0.6405 -2.052 1.721 -0.233
H 1.5954 -0.5881 1.6683 0.687 -0.123 -2.435
H 0.7063 -2.3703 -0.2080 0.345 2.581 -0.764
H 0.3385 1.4836 0.9572 -1.792 -1.447 -1.096
H -2.4023 2.5733 1.0950 0.209 -2.524 -1.229
H -4.3307 0.8797 -0.1169 2.742 -1.179 -0.058
H -3.7727 -1.3880 -1.1342 1.423 0.862 0.625
```
Positions in Å, forces in eV/Å.

Orbital gap (eV): 8.05
LUMO energy (Eh): -0.2190
M (g/mol): 157.62
Total charge: +1
Energy above the lowest of the compared OMol25 structures with the same formula, charge and spin (kJ/mol): 705.6